{
  "formula": "C16H29F2NO3Si",
  "method": "ωB97M-V with the def2-TZVPD basis set",
  "homo_ev": -7.3,
  "orbital_gap_ev": 6.44,
  "energy_ha": -1396.31730,
  "max_force_ev_per_a": 10.15,
  "smiles": "COCCC[Si@H](CC[C@H](C)CCC=C(C)C)N(C(=O)F)C(=O)F",
  "lumo_ha": -0.032,
  "elements": ["C", "O", "C", "C", "C", "Si", "C", "C", "C", "C", "C", "C", "C", "C", "C", "C", "N", "C", "O", "F", "C", "O", "F", "H", "H", "H", "H", "H", "H", "H", "H", "H", "H", "H", "H", "H", "H", "H", "H", "H", "H", "H", "H", "H", "H", "H", "H", "H", "H", "H", "H", "H"],
  "coordinates": [[0.518, 3.294, -2.214], [0.901, 2.404, -1.106], [1.101, 3.135, 0.155], [0.333, 2.321, 1.383], [1.333, 1.866, 2.601], [2.480, 0.346, 2.127], [1.624, -1.362, 2.365], [0.044, -1.405, 1.852], [-0.140, -1.996, 0.328], [0.371, -0.992, -0.864], [-1.699, -2.537, 0.067], [-2.616, -1.488, -0.799], [-2.608, -1.945, -2.405], [-3.429, -1.164, -3.414], [-2.695, -0.283, -4.621], [-5.083, -1.251, -3.294], [4.004, 0.574, 3.053], [3.781, 0.703, 4.543], [2.981, -0.074, 5.291], [4.505, 1.794, 5.297], [5.071, -0.438, 2.700], [5.520, -0.572, 1.421], [5.765, -1.332, 3.700], [1.454, 3.490, -2.909], [-0.275, 2.689, -2.869], [-0.022, 4.282, -1.894], [0.672, 4.224, 0.172], [2.254, 3.225, 0.409], [-0.478, 3.048, 1.867], [-0.259, 1.446, 0.876], [2.093, 2.761, 2.811], [0.794, 1.648, 3.626], [2.843, 0.434, 0.690], [2.190, -2.213, 1.765], [1.599, -1.715, 3.501], [-0.488, -2.195, 2.572], [-0.530, -0.397, 2.008], [0.532, -2.981, 0.278], [-0.205, 0.024, -0.777], [1.524, -0.791, -0.739], [0.220, -1.416, -1.949], [-1.666, -3.553, -0.557], [-2.212, -2.692, 1.118], [-3.745, -1.618, -0.449], [-2.348, -0.357, -0.649], [-1.974, -2.872, -2.733], [-3.193, -0.480, -5.669], [-2.807, 0.851, -4.297], [-1.559, -0.636, -4.623], [-5.545, -2.108, -3.958], [-5.386, -1.476, -2.164], [-5.543, -0.220, -3.624]],
  "mulliken_charge": [-0.54, -0.22, -0.55, 0.27, -0.89, 0.01, -0.55, -0.58, 0.28, -0.74, -0.83, -0.39, -0.52, 0.24, -0.87, -0.86, 0.33, 0.40, -0.41, -0.26, 0.49, -0.46, -0.23, 0.23, 0.10, 0.29, 0.34, 0.21, 0.38, -0.42, 0.41, 0.42, -0.06, 0.32, 0.35, 0.37, 0.06, 0.24, -0.06, 0.21, 0.38, 0.30, 0.31, 0.42, 0.23, 0.30, 0.29, 0.22, 0.26, 0.25, 0.26, 0.27]
}